Entry 1:
{"formula": "C23H32N4O3", "method": "ωB97M-V/def2-TZVPD", "energy_ev": -36451.971, "charge": 0, "symbols": ["C", "H", "O", "C", "C", "C", "C", "C", "C", "O", "C", "C", "C", "N", "C", "C", "H", "H", "H", "H", "C", "C", "H", "H", "H", "C", "H", "H", "H", "H", "H", "H", "H", "H", "H", "H", "C", "O", "N", "H", "C", "C", "H", "H", "H", "H", "C", "C", "N", "C", "C", "N", "C", "H", "H", "H", "H", "H", "H", "H", "H", "H"], "xyz": [[-0.02886, 5.37985, 1.27688], [0.93946, 5.98132, 1.43927], [0.59948, 4.25069, 0.69979], [-0.37203, 3.16376, 0.29441], [-1.78267, 3.12597, 0.19409], [-2.66986, 2.17512, -0.03835], [-2.13197, 0.96936, -0.40408], [-0.67203, 0.99674, -0.70416], [0.11499, 2.02256, -0.23900], [1.56182, 1.93395, -0.12964], [2.15942, 0.98408, -0.42152], [2.03049, -0.15231, 0.58305], [3.04808, -1.62544, 0.24141], [4.41709, -0.91304, 0.23840], [4.49761, -0.10908, -1.04986], [3.61244, 1.12998, -0.52085], [3.80714, 1.70184, -1.42387], [4.00775, 1.59503, 0.34000], [5.65769, 0.29411, -1.11482], [4.12139, -0.50595, -1.74424], [5.34185, -2.06949, 0.17143], [5.36358, -2.84094, -0.84262], [6.15703, -3.65045, -0.76592], [4.44378, -3.29298, -1.08287], [5.85290, -2.18782, -2.08236], [6.84351, -1.46375, 0.60622], [7.43975, -2.47087, 0.92103], [7.24566, -0.81679, -0.26554], [6.57973, -0.81443, 1.54514], [5.11104, -2.74483, 1.16744], [2.98992, -2.05544, 1.12170], [2.60804, -1.95894, -0.68472], [2.51491, 0.25976, 1.62706], [1.08452, -0.70938, 0.80977], [1.78824, 0.29151, -1.36927], [-0.20881, 0.24510, -0.90548], [-2.78208, -0.09499, -1.17574], [-2.29621, -1.18627, -0.79316], [-4.11869, 0.15123, -1.35487], [-4.62687, 1.13702, -1.09493], [-4.94023, -1.07590, -1.34097], [-6.19348, -0.62818, -2.33945], [-5.65717, -0.53983, -3.49433], [-6.76745, -1.69211, -2.68167], [-6.75664, 0.22796, -2.37567], [-4.25565, -1.92919, -1.79582], [-5.61738, -1.39796, -0.09705], [-4.51024, -1.59470, 0.94413], [-4.16426, -0.23884, 1.36646], [-3.30583, -0.36955, 2.36173], [-2.57599, -1.61470, 2.55749], [-3.04377, -2.74175, 2.02442], [-3.88742, -2.61869, 1.13012], [-4.37043, -3.68640, 0.89522], [-1.64446, -1.82914, 3.39425], [-2.77555, 0.58509, 2.95521], [-6.36313, -0.50584, 0.05439], [-6.38320, -2.18652, -0.16858], [-3.65575, 2.47297, 0.01533], [-2.12975, 4.18800, 1.01167], [-0.60586, 5.81605, 0.33472], [-0.64557, 5.23350, 2.17914]], "forces_ev_per_angstrom": [[1.1856, 1.7747, -2.9222], [-1.9874, -0.2421, 0.2761], [-3.3735, -4.1895, -0.3315], [-0.2527, 2.0138, -0.3699], [2.3686, 8.6805, 6.2843], [0.6356, -1.5984, -0.6670], [4.5063, 1.9143, -4.7298], [-6.7019, 8.0072, 4.7348], [3.8140, -0.9553, 0.4176], [-10.0426, 13.9094, 2.5137], [5.6743, -17.4016, -4.5172], [1.9165, -3.6998, 3.7480], [-0.3299, 9.2354, -2.4235], [-0.8043, -3.7385, -2.3825], [6.0656, 7.7509, 14.6227], [2.4913, 0.1274, -4.6895], [-0.1893, 1.5742, 0.1795], [0.7002, 0.3671, 0.8959], [-3.2017, -1.1383, -0.3768], [-4.9032, -5.7108, -10.4478], [2.7737, 7.1069, 12.3125], [3.7433, -5.8387, -12.0050], [-1.0241, 0.8216, -0.1460], [-1.1186, -0.6124, -0.7337], [-1.5655, -1.7190, 3.5010], [-1.6705, -1.3476, 0.6560], [-0.8051, 2.8587, -0.9409], [-0.2019, -1.3690, 1.5938], [0.9636, -1.1744, -1.7940], [0.2669, 1.4944, -2.0615], [-0.5993, -3.0406, 3.7208], [0.3369, -0.8659, -0.1508], [-1.3335, -1.1152, -2.2348], [0.2008, 1.2917, -0.3247], [0.6563, 2.0088, 0.6707], [4.6961, -9.0267, -2.9597], [-1.3831, -0.4041, 6.3721], [-0.6705, -0.2517, -3.0963], [-0.8715, 0.4801, 0.0511], [2.1958, -3.5362, -0.9991], [-1.7392, 1.4507, -5.2288], [3.9174, -7.2041, -5.7137], [-1.0749, 0.0163, 3.0620], [0.7709, 3.1255, 1.5148], [-1.4394, 1.9845, 1.2273], [-1.7419, 1.7761, 0.8621], [-1.4715, 0.6517, 2.2445], [-7.5726, 13.6882, -4.0953], [-0.0872, -3.7823, 2.4098], [4.1337, 1.7702, 0.4678], [0.8176, -1.2617, 2.9219], [7.4722, 0.7763, 4.9448], [-1.9255, -11.8417, -0.8639], [0.8886, 2.3564, -0.6039], [-2.9410, 1.2394, -2.4294], [-1.9646, -2.2898, -1.7683], [1.7837, -1.2181, 0.6903], [0.9139, -0.3804, -0.2900], [-2.1080, -0.0899, 0.3439], [0.2366, -3.0401, -3.0459], [0.6364, -0.0972, 2.5177], [0.3332, -0.0709, -0.4140]]}

***

Entry 2:
{"formula": "C34H56N2O2P3Zn", "method": "ωB97M-V/def2-TZVPD", "energy_ev": -119523.755, "charge": 1, "symbols": ["C", "C", "C", "C", "C", "H", "H", "H", "N", "P", "P", "C", "H", "H", "C", "H", "C", "C", "C", "C", "C", "H", "H", "H", "C", "H", "H", "H", "C", "H", "H", "H", "C", "H", "H", "H", "C", "H", "H", "H", "C", "H", "H", "H", "C", "H", "H", "H", "C", "H", "H", "H", "C", "H", "H", "H", "C", "H", "H", "H", "C", "H", "H", "H", "C", "H", "H", "H", "Zn", "C", "O", "N", "C", "C", "C", "C", "C", "H", "C", "H", "C", "H", "H", "H", "C", "P", "C", "C", "O", "H", "H", "H", "H", "H", "H", "H", "H", "H"], "xyz": [[2.22387, -0.42264, -1.89602], [0.92256, 1.42141, -2.58658], [2.93964, -0.42221, -3.09376], [1.74785, 1.55931, -3.73850], [2.72399, 0.61741, -4.00320], [3.66157, -1.21286, -3.26680], [1.52443, 2.39012, -4.40744], [3.32349, 0.67569, -4.90935], [1.24127, 0.45870, -1.65182], [2.34370, -0.64059, 0.85729], [-1.50657, 1.78217, -1.25406], [2.53177, -1.44811, -0.79417], [1.80437, -2.27176, -0.86060], [3.52911, -1.89124, -0.92297], [-0.25162, 2.19916, -2.41035], [-0.40885, 3.01337, -3.12098], [-2.78850, 0.79879, -2.30132], [-2.27068, 3.44561, -0.70308], [2.25684, -2.09511, 2.08518], [4.00242, 0.30492, 0.94971], [-3.65953, -0.00264, -1.31911], [-4.31473, 0.64708, -0.72371], [-4.29853, -0.68776, -1.89517], [-3.05761, -0.60395, -0.63037], [-3.66453, 1.69314, -3.18424], [-4.33968, 2.34870, -2.62204], [-3.05825, 2.29126, -3.87737], [-4.29886, 1.03164, -3.79587], [-2.02131, -0.13384, -3.24510], [-2.73072, -0.81536, -3.73759], [-1.49924, 0.43436, -4.02501], [-1.28972, -0.74622, -2.71789], [-3.60228, 3.16669, 0.01302], [-3.48512, 2.41158, 0.80359], [-3.94745, 4.09898, 0.48640], [-4.39644, 2.83825, -0.66941], [-1.29463, 4.10064, 0.28563], [-1.11577, 3.47879, 1.17123], [-0.33141, 4.33199, -0.18749], [-1.73024, 5.05295, 0.63102], [-2.46862, 4.41849, -1.86628], [-3.14629, 4.04502, -2.63815], [-2.91374, 5.33821, -1.45700], [-1.51541, 4.68360, -2.33532], [4.14468, 0.87053, 2.37332], [5.03026, 1.52590, 2.39243], [3.27856, 1.48148, 2.66257], [4.30473, 0.08104, 3.12169], [3.96116, 1.46852, -0.06005], [4.04442, 1.11082, -1.09386], [3.04586, 2.06524, 0.03244], [4.81911, 2.12904, 0.14251], [5.22931, -0.54341, 0.59590], [6.11494, 0.09885, 0.71907], [5.35760, -1.41031, 1.24896], [5.20929, -0.88432, -0.44622], [1.13727, -3.05660, 1.65634], [1.33947, -3.53339, 0.68997], [1.05241, -3.85786, 2.40660], [0.16626, -2.55604, 1.59519], [1.89428, -1.52094, 3.46298], [0.92987, -0.99707, 3.42825], [1.80698, -2.35198, 4.17978], [2.65451, -0.82949, 3.84687], [3.57521, -2.86800, 2.16319], [3.92774, -3.19334, 1.17459], [4.36445, -2.30038, 2.67460], [3.40377, -3.77575, 2.76342], [0.05507, 0.42967, 0.22191], [1.20501, 2.29556, 1.25991], [1.51213, 3.22113, 1.86684], [-0.74310, -1.31852, -0.30823], [-1.00060, -2.27678, -0.93870], [-1.39561, -3.50458, -1.51316], [-1.92534, -4.50881, -0.67830], [-1.26774, -3.72250, -2.90024], [-2.35617, -5.71246, -1.23820], [-1.99017, -4.32191, 0.39574], [-1.71441, -4.92666, -3.44659], [-0.81606, -2.94640, -3.52206], [-2.26026, -5.91793, -2.62062], [-2.76525, -6.48699, -0.58792], [-1.62968, -5.08885, -4.52154], [-2.60424, -6.85797, -3.05595], [-1.93024, -0.68861, 4.32087], [-1.43395, 0.81145, 3.46728], [-2.85307, 1.90187, 3.46865], [-0.12285, 1.60755, 4.40634], [-0.99862, 0.46916, 2.04654], [-1.09030, -1.38896, 4.40285], [-2.73267, -1.16630, 3.74503], [-2.29883, -0.44392, 5.32568], [-3.15349, 2.11407, 4.50378], [-2.61741, 2.84701, 2.96305], [-3.68525, 1.41045, 2.94752], [0.80838, 1.03032, 4.35181], [0.06940, 2.61277, 4.01382], [-0.42744, 1.69082, 5.45837]], "forces_ev_per_angstrom": [[0.3364, -0.2406, -0.6443], [-1.3122, 0.3230, 0.5549], [-0.0567, -0.6316, 1.1678], [0.6390, -0.3287, -0.3497], [-0.7159, 0.8756, -0.0745], [0.0437, 0.1907, -0.0385], [0.1917, -0.2885, 0.0548], [-0.1449, 0.0389, 0.1348], [0.0478, -0.0323, 0.2712], [0.1725, -0.5615, -0.2114], [0.4335, 0.3585, -0.5894], [-0.3056, 0.0511, -0.3449], [0.1805, 0.2646, 0.0301], [-0.3571, 0.1765, -0.0672], [0.9578, 0.2222, -0.0874], [-0.0098, -0.3607, 0.0411], [-0.0494, 0.4689, 0.6741], [0.0889, -0.7267, -0.1338], [0.4583, 0.4348, -0.2617], [-0.3068, -0.2641, 0.2408], [-0.2322, -0.1370, -0.2589], [0.1783, -0.1766, -0.1688], [-0.0014, 0.0878, 0.1634], [-0.1209, 0.1640, -0.0977], [-0.2419, -0.2484, -0.1953], [0.2205, -0.1804, -0.1483], [-0.1304, -0.1105, 0.1962], [0.0940, 0.1778, 0.0729], [-0.0105, -0.0428, -0.0732], [0.0310, 0.1466, 0.1099], [-0.0661, -0.1359, 0.2534], [0.0687, 0.1764, -0.1254], [-0.0483, 0.2386, 0.1120], [-0.0200, 0.1464, -0.2572], [0.0173, -0.1938, -0.0709], [0.2698, 0.0818, 0.2021], [-0.0757, 0.1249, 0.0212], [-0.0885, 0.0161, -0.1512], [-0.1971, -0.1359, 0.0636], [0.1187, -0.2336, -0.0790], [-0.2077, 0.2427, 0.0068], [0.1992, 0.1198, 0.2222], [0.1229, -0.1003, -0.1449], [-0.1640, -0.0389, 0.1135], [0.3132, 0.0807, -0.0459], [-0.2438, -0.1508, 0.0737], [0.2197, -0.2196, 0.0268], [-0.0517, 0.2619, -0.2350], [-0.0983, 0.0834, 0.0614], [-0.0900, 0.1360, 0.2558], [0.3532, -0.1085, -0.2333], [-0.2170, -0.1685, -0.0530], [0.2079, 0.0134, 0.1543], [-0.1508, -0.1800, -0.1019], [0.0467, 0.2660, -0.2118], [0.0413, 0.1305, 0.2372], [-0.0620, -0.0249, 0.0142], [-0.0106, 0.0534, 0.2061], [0.0825, 0.1948, -0.1420], [0.1591, -0.0115, 0.0548], [-0.0222, -0.1276, 0.1397], [0.2357, -0.1336, -0.0868], [0.0100, 0.1981, -0.1062], [-0.2179, -0.1926, -0.0878], [-0.0377, -0.4102, 0.3654], [-0.0518, 0.1294, 0.2636], [-0.2499, -0.1476, -0.2121], [0.0954, 0.1533, -0.1311], [0.2420, 0.8322, -0.4497], [0.3635, 3.0355, 1.4792], [-0.6376, -2.3931, -1.4166], [-0.9076, -3.7202, -2.1653], [0.6810, 2.7799, 2.5425], [-0.2427, -1.0831, -0.8283], [-0.0090, 0.0625, -0.1725], [-0.0833, -0.0862, 0.2130], [0.1372, 0.2452, -0.0272], [-0.0417, -0.1306, -0.3394], [0.0650, 0.1099, 0.2135], [-0.2235, -0.2771, 0.1352], [0.1122, 0.2759, 0.1168], [0.1152, 0.2257, -0.2417], [-0.0237, 0.0156, 0.3297], [0.1039, 0.3056, 0.1441], [-0.0983, -0.0129, 0.3093], [0.4579, -0.4651, -1.3926], [-0.2065, 0.1673, 0.2903], [-0.0054, 0.1211, 0.3454], [-0.0604, 0.2559, 0.8371], [-0.1575, 0.2127, -0.0319], [0.1633, 0.1352, 0.1176], [0.0539, -0.1432, -0.1878], [0.0061, -0.0040, -0.2325], [-0.0166, -0.2621, 0.1100], [0.2240, 0.1168, 0.1208], [-0.2815, 0.0537, -0.0227], [-0.1147, -0.1936, 0.0666], [0.1163, 0.0359, -0.2025]]}

***

Calculated relative energy (zero: lowest compared OMol25 entry of this formula, charge and spin) (kJ/mol), listed in the same order as above: 2332.04 0.00
Calculated lowest unoccupied orbital energy (eV), listed in the same order as above: 0.09 -2.63
Calculated HOMO level (Ha), listed in the same order as above: -0.31342 -0.30386